# 1
# C31H27N2O3

2 unconnected molecules or ions with the total composition C31H27N2O3 (ωB97M-V/def2-TZVPD, OMol25).

```
63
Properties=species:S:1:pos:R:3:nbo_charge:R:1
C -3.27 5.27 -2.24 -0.26
O -2.20 5.54 -1.30 -0.45
C -1.80 4.54 -0.46 0.47
C -1.29 4.91 0.81 -0.28
C -1.35 4.00 1.83 -0.08
C -1.75 2.66 1.61 -0.12
C -1.91 1.80 2.71 0.11
C -1.79 0.37 2.59 -0.18
C -0.69 -0.24 3.24 -0.14
C -0.49 -1.60 3.17 -0.24
C -1.42 -2.40 2.48 0.34
O -1.26 -3.78 2.61 -0.50
C -1.00 -4.59 1.51 0.30
C -0.03 -5.58 1.72 -0.25
C 0.60 -6.14 0.61 -0.18
C 0.17 -5.82 -0.68 -0.23
C -0.91 -4.95 -0.86 -0.19
C -1.52 -4.34 0.24 -0.29
C -2.52 -1.82 1.83 -0.20
C -2.67 -0.44 1.85 -0.19
C -1.94 2.25 0.24 -0.10
C -1.95 3.17 -0.79 -0.31
H -3.60 6.26 -2.55 0.23
H -2.87 4.71 -3.10 0.20
H -4.09 4.71 -1.78 0.20
H -0.95 5.94 0.95 0.26
H -1.05 4.28 2.84 0.24
H -1.77 2.22 3.70 0.25
H 0.01 0.40 3.77 0.23
H 0.38 -2.06 3.63 0.25
H 0.28 -5.82 2.74 0.23
H 1.42 -6.84 0.76 0.23
H 0.67 -6.24 -1.55 0.23
H -1.29 -4.72 -1.85 0.22
H -2.37 -3.67 0.11 0.21
H -3.25 -2.46 1.32 0.23
H -3.49 0.01 1.29 0.22
H -2.05 1.18 0.01 0.24
H -2.11 2.86 -1.83 0.25
O -2.85 2.20 6.18 -0.55
C -3.89 1.63 5.83 0.53
C -4.85 1.03 6.83 -0.18
C -6.25 1.12 6.68 0.02
C -7.09 0.67 7.70 -0.21
C -6.57 0.19 8.90 -0.17
C -5.18 0.12 9.07 -0.22
C -4.34 0.52 8.03 -0.14
C -6.90 1.78 5.48 -0.44
C -6.69 1.06 4.13 -0.39
C -5.23 0.62 3.90 -0.43
C -4.25 1.60 4.41 -0.13
N -4.24 2.82 3.82 0.08
N -4.23 3.82 3.25 0.04
H -8.18 0.73 7.55 0.22
H -7.26 -0.13 9.69 0.23
H -4.77 -0.25 10.01 0.23
H -3.26 0.47 8.16 0.23
H -7.98 1.82 5.65 0.23
H -6.54 2.82 5.41 0.21
H -7.34 0.18 4.08 0.22
H -6.99 1.74 3.32 0.21
H -5.05 -0.34 4.39 0.25
H -5.04 0.43 2.83 0.22
```

Properties
Molecular weight (g/mol): 475.6
Orbital gap (eV): 5.627
Charge: +1
F_max (eV/Å): 3.425
Lowest unoccupied orbital energy (eV): -5.1936
Calculated total energy (Eh): -1532.36893

# 2
# C31H27N2O6PPt

A molecular structure, C31H27N2O6PPt (ωB97M-V/def2-TZVPD, OMol25).

```
68
Properties=species:S:1:pos:R:3:nbo_charge:R:1
Pt -0.28 -0.03 0.48 0.31
O -5.93 1.70 2.24 -0.65
C -4.68 1.55 1.74 0.31
C -3.63 2.36 2.10 -0.24
C -2.37 2.14 1.52 0.02
N -2.16 1.12 0.70 -0.47
C -3.19 0.35 0.33 0.10
C -4.47 0.54 0.80 -0.23
C -2.85 -0.73 -0.71 0.75
O -3.78 -1.25 -1.31 -0.65
O -1.60 -0.96 -0.86 -0.75
C -1.29 3.06 1.79 0.81
O -1.26 3.94 2.59 -0.51
O -0.07 2.87 1.08 -0.85
H -5.96 2.44 2.85 0.48
H -3.73 3.19 2.80 0.23
H -5.27 -0.09 0.44 0.26
C -0.66 -1.85 4.69 -0.60
C -0.51 -0.65 3.75 -0.23
C -1.01 0.63 4.41 -0.62
C 0.94 -0.54 3.24 -0.08
C 1.93 0.20 4.15 -0.09
O 2.71 1.00 3.25 -0.48
C 2.10 0.97 2.05 0.50
N 1.07 0.20 1.96 -0.48
C 2.75 1.53 0.90 -0.04
C 4.14 1.70 0.92 -0.18
C 4.85 1.84 -0.25 -0.21
C 4.19 1.79 -1.48 -0.18
C 2.81 1.76 -1.51 -0.21
C 2.06 1.68 -0.32 -0.35
P 0.42 2.43 -0.36 1.90
C -0.79 2.17 -1.69 -0.40
C -0.64 1.20 -2.67 -0.20
C -1.57 1.11 -3.69 -0.14
C -2.66 1.97 -3.72 -0.20
C -2.80 2.96 -2.75 -0.20
C -1.85 3.08 -1.75 -0.21
C 0.99 4.10 -0.90 -0.44
C 1.06 4.43 -2.25 -0.20
C 1.57 5.66 -2.64 -0.21
C 1.99 6.57 -1.69 -0.20
C 1.92 6.25 -0.34 -0.21
C 1.43 5.02 0.05 -0.14
H -1.68 -1.90 5.06 0.22
H 0.01 -1.75 5.56 0.20
H -0.43 -2.78 4.19 0.22
H -1.11 -0.84 2.86 0.23
H -0.64 0.72 5.43 0.20
H -2.10 0.64 4.43 0.22
H -0.68 1.51 3.85 0.21
H 1.30 -1.55 3.05 0.21
H 2.60 -0.47 4.68 0.20
H 1.44 0.86 4.86 0.19
H 4.65 1.67 1.88 0.23
H 5.93 1.97 -0.23 0.22
H 4.75 1.81 -2.40 0.22
H 2.29 1.84 -2.45 0.22
H 0.18 0.49 -2.61 0.24
H -1.48 0.34 -4.44 0.22
H -3.40 1.87 -4.49 0.22
H -3.63 3.64 -2.77 0.22
H -1.93 3.86 -1.00 0.22
H 0.69 3.74 -3.00 0.22
H 1.62 5.91 -3.70 0.22
H 2.38 7.54 -2.00 0.22
H 2.24 6.97 0.40 0.22
H 1.37 4.76 1.10 0.22
```

Properties
Molecular weight (g/mol): 749.6
Orbital gap (alpha / beta) (eV): 5.366 / 5.367
Relative energy (zero: lowest compared OMol25 entry of this formula, charge and spin) (eV): 2.212
F_max (eV/Å): 1.870
Lowest unoccupied orbital energy (alpha / beta) (eV): -0.5853 / -0.5850
Calculated total energy (Eh): -2219.11514

# 3
# C31H27N5OPSc

A molecular structure, C31H27N5OPSc (ωB97M-V/def2-TZVPD, OMol25).

```
66
Properties=species:S:1:pos:R:3:nbo_charge:R:1
Sc -0.15 -0.11 -0.13 1.93
C 3.81 -1.93 0.56 -0.69
C 2.55 -1.16 0.74 0.33
N 1.86 -0.72 -0.26 -0.44
N 2.31 -0.90 -1.54 -0.38
C 1.38 -0.53 -2.41 0.60
O 0.19 -0.15 -2.00 -0.82
C 1.72 -0.63 -3.83 -0.10
C 0.70 -0.85 -4.76 -0.18
C 1.02 -1.03 -6.09 -0.20
C 2.34 -0.96 -6.50 -0.15
C 3.35 -0.70 -5.58 -0.20
C 3.05 -0.55 -4.25 -0.17
C 1.95 -0.82 2.05 0.16
C 2.57 -1.05 3.26 -0.20
C 1.94 -0.69 4.44 -0.10
C 0.69 -0.09 4.37 -0.23
C 0.13 0.12 3.13 0.09
N 0.72 -0.23 1.99 -0.58
H 3.62 -2.74 -0.14 0.27
H 4.19 -2.33 1.49 0.23
H 4.56 -1.29 0.09 0.28
H -0.33 -0.89 -4.43 0.22
H 0.24 -1.22 -6.81 0.23
H 2.59 -1.10 -7.55 0.23
H 4.38 -0.62 -5.91 0.23
H 3.82 -0.35 -3.52 0.23
H 3.55 -1.51 3.28 0.25
H 2.42 -0.86 5.39 0.25
H 0.17 0.22 5.27 0.26
H -0.85 0.58 3.04 0.22
N -3.17 -0.54 0.93 -0.89
P -2.09 -1.80 0.50 0.96
C -3.18 -2.98 -0.35 -0.30
C -2.88 -4.34 -0.29 -0.22
C -3.69 -5.25 -0.94 -0.19
C -4.80 -4.81 -1.66 -0.16
C -5.08 -3.46 -1.74 -0.18
C -4.27 -2.53 -1.10 -0.23
C -1.75 -2.67 2.06 -0.29
C -2.71 -2.83 3.05 -0.22
C -2.42 -3.57 4.19 -0.18
C -1.17 -4.16 4.33 -0.17
C -0.21 -4.01 3.34 -0.21
C -0.49 -3.26 2.21 -0.23
C -3.07 0.79 0.56 0.43
C -4.19 1.63 0.68 -0.28
C -4.08 2.95 0.32 -0.08
C -2.86 3.43 -0.16 -0.26
C -1.81 2.56 -0.25 0.07
N -1.89 1.25 0.12 -0.67
H -4.09 -0.81 1.25 0.43
H -2.03 -4.69 0.29 0.23
H -3.47 -6.31 -0.89 0.24
H -5.44 -5.53 -2.16 0.24
H -5.94 -3.12 -2.31 0.24
H -4.49 -1.48 -1.19 0.22
H -3.70 -2.40 2.94 0.22
H -3.17 -3.71 4.95 0.24
H -0.94 -4.74 5.21 0.24
H 0.76 -4.48 3.46 0.23
H 0.25 -3.15 1.42 0.21
H -5.12 1.22 1.04 0.24
H -4.94 3.60 0.40 0.25
H -2.74 4.46 -0.47 0.26
H -0.85 2.90 -0.62 0.22
```

Properties
Molecular weight (g/mol): 561.5
Orbital gap (eV): 6.771
Charge: +2
Relative energy (zero: lowest compared OMol25 entry of this formula, charge and spin) (eV): 0.249
F_max (eV/Å): 1.248
Lowest unoccupied orbital energy (eV): -6.7045
Calculated total energy (Eh): -2648.27225

# 4
# C31H28AsN2PPdS2

A molecular structure, C31H28AsN2PPdS2 (ωB97M-V/def2-TZVPD, OMol25).

```
66
Properties=species:S:1:pos:R:3:nbo_charge:R:1
Pd -0.41 -0.56 0.32 0.53
C -0.38 -2.65 3.01 -0.95
P 0.14 -0.94 2.66 1.08
C 1.92 -0.88 3.03 -0.96
C -0.68 0.10 3.88 -0.32
C -0.01 1.17 4.47 -0.21
C -0.62 1.90 5.48 -0.18
C -1.92 1.58 5.88 -0.15
C -2.59 0.53 5.28 -0.19
C -1.99 -0.20 4.27 -0.24
H -1.42 -2.80 2.76 0.25
H -0.24 -2.84 4.08 0.28
H 0.23 -3.34 2.43 0.26
H 2.07 -1.08 4.09 0.28
H 2.34 0.09 2.78 0.26
H 2.43 -1.65 2.46 0.26
H 1.00 1.43 4.18 0.23
H -0.09 2.70 5.96 0.25
H -2.39 2.16 6.66 0.25
H -3.59 0.27 5.61 0.24
H -2.53 -1.02 3.81 0.21
S -2.55 -2.44 -1.17 0.32
C -2.44 -1.00 -0.45 -0.19
C 6.22 0.51 -1.76 -0.15
C 5.50 -0.68 -1.86 -0.18
C 4.14 -0.70 -1.59 -0.26
C 3.51 0.49 -1.25 -0.20
C 4.22 1.68 -1.13 -0.25
C 5.57 1.69 -1.41 -0.18
As 1.57 0.57 -0.94 1.04
C 0.93 -1.14 -1.61 -0.44
C 1.10 -2.39 -1.01 -0.24
C 0.69 -3.53 -1.68 -0.20
C 0.12 -3.41 -2.95 -0.13
C -0.07 -2.17 -3.55 -0.21
C 0.33 -1.01 -2.89 0.05
C 0.27 0.36 -3.40 -0.02
C -0.28 0.75 -4.62 -0.19
C -0.23 2.08 -5.01 -0.17
C 0.36 3.03 -4.20 -0.17
C 0.90 2.67 -2.97 -0.20
C 0.86 1.34 -2.59 -0.32
H 7.28 0.51 -1.95 0.25
H 6.00 -1.59 -2.16 0.24
H 3.60 -1.63 -1.68 0.22
H 3.72 2.59 -0.83 0.22
H 6.13 2.61 -1.33 0.25
H 1.64 -2.48 -0.07 0.24
H 0.84 -4.51 -1.24 0.25
H -0.18 -4.31 -3.48 0.25
H -0.51 -2.10 -4.53 0.24
H -0.72 0.01 -5.27 0.23
H -0.65 2.37 -5.97 0.25
H 0.40 4.07 -4.52 0.25
H 1.36 3.42 -2.34 0.23
S -1.71 1.54 0.91 0.15
C -3.23 1.08 0.42 0.26
N -4.30 1.90 0.66 -0.48
C -5.55 1.67 0.24 0.24
C -5.80 0.51 -0.48 -0.32
C -4.77 -0.35 -0.71 0.21
N -3.49 -0.11 -0.25 -0.46
H -4.09 2.75 1.17 0.48
H -6.30 2.41 0.49 0.29
H -6.79 0.29 -0.86 0.31
H -4.89 -1.28 -1.25 0.28
```

Properties
Molecular weight (g/mol): 705.0
Orbital gap (alpha / beta) (eV): 5.017 / 4.803
Charge: +3
Spin multiplicity: 2
Relative energy (zero: lowest compared OMol25 entry of this formula, charge and spin) (eV): 1.833
F_max (eV/Å): 2.705
Lowest unoccupied orbital energy (alpha / beta) (eV): -11.0193 / -11.2997
Calculated total energy (Eh): -4807.97708